19
Properties=species:S:1:pos:R:3 method="wB97M-V/def2-TZVPD" de_lowest_ev=1.573 e_homo_ev=-2.1403 total_charge=-1 mol_weight_g_mol=102.16 spin_multiplicity=1 smiles=CC[C@@H](C[O-])NC orbital_gap_ev=6.3
C 0.66026 1.50749 1.62174
C 0.79360 0.42042 0.54357
C -0.60797 -0.09401 0.21869
C -1.30961 0.89984 -0.79795
O -0.51471 1.14410 -1.83693
N -0.65474 -1.55467 -0.25887
C 0.50589 -2.06414 -0.99208
H 1.56944 1.68823 2.17146
H 0.36388 2.46721 1.17511
H -0.02491 1.18578 2.43959
H 1.10319 0.81134 -0.43060
H 1.54306 -0.21426 0.94850
H -1.12070 -0.14747 1.14860
H -2.28323 0.47802 -0.97718
H -1.25100 1.81798 -0.19727
H -1.45544 -1.65798 -0.85308
H 0.72312 -1.59667 -2.03262
H 0.38398 -3.12244 -1.23394
H 1.57588 -1.96876 -0.65673